Version A
19
Properties=species:S:1:pos:R:3 method="wB97M-V/def2-TZVPD" homo_ev=-9.2 gap_ev=9.846 smiles="N[C@@H](C=O)CCS.O"
N -0.767 1.349 1.094
C -0.020 0.250 0.478
C 1.300 -0.030 1.171
O 1.693 0.555 2.141
C -0.817 -1.027 0.239
C -2.122 -0.710 -0.509
S -1.957 -0.751 -2.327
H -1.382 0.956 1.810
H -0.108 1.844 1.695
H 0.291 0.633 -0.500
H 1.915 -0.756 0.601
H -0.212 -1.603 -0.465
H -1.025 -1.574 1.157
H -2.423 0.312 -0.309
H -2.961 -1.341 -0.235
H -1.822 0.562 -2.541
O 3.165 0.695 -1.222
H 3.954 0.583 -1.762
H 3.300 0.053 -0.516

Version B
19
Properties=species:S:1:pos:R:3 method="wB97M-V/def2-TZVPD" homo_ev=-9.0 gap_ev=9.615 smiles="CN(C)CS(C)(=O)=O"
C -0.920 2.020 0.199
N -1.180 0.654 -0.348
C -1.552 -0.451 0.536
C 0.372 0.132 -1.043
S 1.731 0.315 0.105
C 2.584 -1.298 0.046
O 2.657 1.300 -0.399
O 1.139 0.455 1.406
H -0.115 2.048 1.007
H -0.742 2.507 -0.731
H -1.877 2.342 0.825
H -2.671 -0.344 0.626
H -1.536 -1.372 0.005
H -1.076 -0.491 1.560
H 0.611 0.660 -1.966
H 0.140 -0.875 -1.060
H 3.608 -1.289 -0.195
H 2.588 -1.744 1.074
H 2.038 -1.842 -0.709

Which structure is most stable? version A, by 60.5 kcal/mol over the runner-up.